Entry 1:
{"formula": "C4H15NO2", "method": "ωB97M-V/def2-TZVPD", "species": ["O", "O", "N", "C", "C", "C", "C", "H", "H", "H", "H", "H", "H", "H", "H", "H", "H", "H", "H", "H", "H", "H"], "coordinates": [[0.836, 2.744, 1.291], [2.070, 0.212, 0.192], [-0.774, -0.920, -0.582], [-0.404, 0.868, -2.212], [-0.965, -1.288, 0.814], [-0.054, -2.469, 1.195], [-1.189, 0.471, -0.960], [-0.958, 1.423, -2.961], [0.538, 2.331, 0.476], [0.218, -2.456, 2.246], [-0.502, -3.421, 0.903], [0.511, 1.403, -1.974], [-1.279, -1.575, -1.172], [-0.702, -0.454, 1.468], [1.349, -0.344, -0.148], [0.860, -2.435, 0.615], [-2.257, 0.446, -1.183], [0.000, -0.049, -2.635], [-1.987, -1.553, 1.120], [-0.963, 1.027, -0.053], [2.815, -0.397, 0.122], [1.458, 2.104, 1.653]], "total_charge": 0, "homo_ev": -9.332, "e_lumo_ha": 0.0294, "smiles": "CCNCC.O.O", "gap_ev": 10.13, "e_tot_ev": -9976.075}



Entry 2:
{"formula": "H22O11", "method": "ωB97M-V/def2-TZVPD", "species": ["O", "O", "O", "O", "O", "O", "O", "O", "O", "O", "O", "H", "H", "H", "H", "H", "H", "H", "H", "H", "H", "H", "H", "H", "H", "H", "H", "H", "H", "H", "H", "H", "H"], "coordinates": [[1.606, 1.752, 2.350], [-1.868, 0.519, 1.658], [1.982, -2.399, -0.076], [1.603, -1.022, -2.904], [-2.276, -1.898, 0.713], [-0.068, 0.349, -0.169], [-0.645, 1.373, 4.218], [-0.913, 0.065, -3.060], [2.627, 0.437, 0.198], [1.411, 3.034, -1.530], [-1.273, -2.462, -1.903], [-1.809, -0.311, 1.273], [-0.967, -3.262, -1.521], [0.567, 2.652, -1.445], [1.733, 0.678, -0.110], [1.747, -0.170, -3.283], [-0.546, 0.931, -3.228], [1.454, -2.069, -0.833], [-0.994, 1.123, 3.286], [2.513, 0.724, 0.947], [-0.526, -0.394, -0.649], [2.774, -1.836, 0.146], [-2.619, 0.946, 1.642], [1.037, 1.493, 3.079], [-1.832, 0.410, -3.033], [-0.739, 0.630, 4.900], [-3.133, -2.325, 1.168], [-0.637, 0.431, 0.530], [1.083, 2.339, 1.870], [-1.597, -2.376, 1.069], [1.476, 4.006, -1.346], [-1.836, -2.203, -1.263], [0.649, -1.168, -2.702]], "total_charge": 0, "homo_ev": -9.535, "e_lumo_ha": -0.0218, "smiles": "O.O.O.O.O.O.O.O.O.O.O", "gap_ev": 8.94, "e_tot_ev": -22876.912}



Entry 3:
{"formula": "C4H6N2O", "method": "ωB97M-V/def2-TZVPD", "species": ["O", "N", "N", "C", "C", "C", "C", "H", "H", "H", "H", "H", "H"], "coordinates": [[-1.279, -2.163, 0.794], [-1.449, -0.151, -0.351], [0.603, -1.059, -0.097], [-0.568, 1.007, -0.339], [0.756, 0.296, -0.602], [-0.782, -1.222, 0.228], [1.525, -0.149, 0.583], [1.143, 0.354, -1.613], [1.263, 0.294, 1.544], [-0.576, 1.502, 0.645], [2.570, -0.438, 0.492], [-0.811, 1.749, -1.100], [-2.443, -0.076, -0.208]], "total_charge": 0, "homo_ev": -9.656, "e_lumo_ha": 0.0327, "smiles": "O=C1NC[C@H]2CN12", "gap_ev": 10.54, "e_tot_ev": -9271.994}



Entry 4:
{"formula": "C4O3", "method": "ωB97M-V/def2-TZVPD", "species": ["O", "O", "O", "C", "C", "C", "C"], "coordinates": [[-2.722, 0.905, 2.151], [1.776, -1.686, -0.637], [3.099, 0.113, -0.928], [-2.057, 0.789, 1.207], [2.455, -0.776, -0.793], [-1.435, 0.519, 0.082], [-1.115, 0.137, -1.082]], "s2": 2.07, "multiplicity": 3, "total_charge": 0, "homo_ev": [-7.576, -11.111], "e_lumo_ha": [-0.0378, -0.1302], "gap_ev": [6.55, 7.57], "e_tot_ev": -10283.532}



Entry 5:
{"formula": "C4H10BN", "method": "ωB97M-V/def2-TZVPD", "species": ["N", "C", "C", "C", "C", "B", "H", "H", "H", "H", "H", "H", "H", "H", "H", "H"], "coordinates": [[1.693, -1.428, -0.414], [1.460, -0.869, 0.810], [-1.825, 0.756, -0.538], [0.022, -0.391, 0.889], [-0.250, 0.465, -0.320], [0.616, 0.035, -1.561], [-0.763, -1.210, 0.868], [1.755, -1.503, 1.677], [-2.266, 0.091, -1.252], [0.184, 1.436, -0.273], [0.444, 0.038, -2.648], [-1.839, 1.727, -1.157], [-0.068, 0.009, 1.911], [2.597, -1.525, -0.805], [2.131, 0.050, 1.291], [-2.219, 0.963, 0.435]], "total_charge": 0, "homo_ev": -8.129, "e_lumo_ha": 0.0011, "gap_ev": 8.16, "e_tot_ev": -6472.756}



Entry 6:
{"formula": "C3H2N2", "method": "ωB97M-V/def2-TZVPD", "species": ["N", "N", "C", "C", "C", "H", "H"], "coordinates": [[-1.443, -0.045, 0.016], [0.790, -0.473, 0.012], [-0.460, -0.951, 0.053], [0.803, 0.811, 0.013], [-0.551, 1.028, -0.005], [-0.572, -2.048, -0.214], [1.434, 1.679, 0.125]], "total_charge": 0, "homo_ev": [-9.726, -9.736], "e_lumo_ha": [-0.0929, -0.0786], "gap_ev": [7.20, 7.60], "e_tot_ev": -6118.054}



Entry 7:
{"formula": "C21H52CrN3O8", "method": "ωB97M-V/def2-TZVPD", "species": ["Cr", "O", "O", "O", "O", "O", "O", "O", "O", "N", "N", "N", "C", "C", "C", "C", "C", "C", "C", "C", "C", "C", "C", "C", "C", "C", "C", "C", "C", "C", "C", "C", "C", "H", "H", "H", "H", "H", "H", "H", "H", "H", "H", "H", "H", "H", "H", "H", "H", "H", "H", "H", "H", "H", "H", "H", "H", "H", "H", "H", "H", "H", "H", "H", "H", "H", "H", "H", "H", "H", "H", "H", "H", "H", "H", "H", "H", "H", "H", "H", "H", "H", "H", "H", "H"], "coordinates": [[-7.293, 4.638, 18.625], [-2.573, 3.730, 12.715], [-8.528, 3.544, 17.387], [-7.607, 1.638, 12.430], [-5.961, 4.795, 16.747], [-4.520, 8.858, 14.488], [-5.666, 3.129, 18.172], [-1.454, 0.172, 16.191], [-9.970, 8.506, 19.581], [-8.972, 6.274, 18.189], [-0.338, 1.747, 13.829], [-1.074, 10.086, 13.305], [-4.973, 7.957, 15.564], [-1.140, 1.679, 12.610], [-2.166, -0.689, 17.034], [-2.459, 5.167, 12.779], [-9.489, 4.297, 16.721], [-10.262, 9.414, 20.575], [-8.546, 8.277, 19.516], [-4.317, 3.127, 16.166], [-5.206, 2.054, 12.210], [-6.384, 1.508, 13.066], [-2.568, 8.350, 12.247], [-3.135, 9.031, 14.579], [-8.317, 7.642, 18.172], [-1.486, 3.146, 12.016], [-2.452, 9.555, 13.219], [-6.153, 0.028, 13.526], [-0.956, -0.386, 14.993], [0.111, 0.400, 14.275], [-5.348, 3.750, 17.106], [-9.176, 5.800, 16.800], [-8.536, 2.171, 17.111], [-1.615, -1.628, 16.973], [-8.851, 8.296, 17.482], [-2.555, 5.510, 11.749], [-0.654, -1.411, 15.207], [-1.864, 3.097, 10.994], [-9.745, 10.372, 20.512], [-3.175, -0.777, 16.630], [-11.342, 9.534, 20.658], [-9.576, 3.925, 15.700], [-4.512, 8.058, 16.546], [-3.939, 4.049, 15.723], [-8.394, 2.001, 16.044], [-3.302, 5.461, 13.405], [-6.411, 2.158, 13.940], [-9.996, 8.880, 21.487], [-4.293, 2.173, 12.794], [-8.263, 7.624, 20.341], [-6.059, 7.859, 15.579], [-9.532, 1.824, 17.388], [-7.885, 1.492, 17.662], [-3.449, 2.565, 16.511], [-7.262, 7.711, 17.906], [-1.018, 2.063, 14.505], [-9.916, 6.361, 18.539], [-5.531, 2.983, 11.741], [-2.232, -0.465, 18.099], [-4.824, 2.443, 15.486], [-4.690, 6.965, 15.213], [-2.532, 8.134, 14.719], [-3.503, 7.793, 12.307], [-1.482, 5.416, 13.194], [-0.694, 9.814, 12.409], [-2.614, 8.666, 11.205], [-10.450, 4.195, 17.225], [-7.788, 2.529, 12.121], [-5.694, -0.648, 12.805], [-1.694, -0.524, 14.203], [-1.053, 11.095, 13.334], [-0.606, 3.788, 12.049], [-8.019, 9.227, 19.604], [-7.036, -0.466, 13.932], [-0.767, 1.036, 11.812], [0.566, -0.128, 13.438], [-4.950, 1.368, 11.402], [-10.054, 6.299, 16.390], [-2.934, 9.587, 15.495], [-5.538, 0.007, 14.426], [0.904, 0.571, 15.003], [-8.325, 5.964, 16.140], [-2.081, 1.240, 12.942], [-1.776, 7.629, 12.449], [-3.122, 10.316, 12.819]], "s2": 8.76, "multiplicity": 6, "total_charge": 0, "homo_ev": [-5.566, -8.676], "e_lumo_ha": [0.0197, 0.0174], "gap_ev": [6.10, 9.15], "e_tot_ev": -71886.155}



Entry 8:
{"formula": "C5H10O", "method": "ωB97M-V/def2-TZVPD", "species": ["O", "C", "C", "C", "C", "C", "H", "H", "H", "H", "H", "H", "H", "H", "H", "H"], "coordinates": [[-2.053, 0.237, -0.374], [1.506, 0.197, -0.747], [-1.013, 1.201, 0.128], [0.338, -0.601, 1.353], [0.120, 0.028, 0.000], [-1.040, -0.703, -0.809], [-0.855, -0.786, -1.863], [1.716, -0.821, -1.186], [-1.110, 1.539, 1.164], [0.838, -1.559, 1.179], [-0.751, -0.774, 1.781], [2.359, 0.605, -0.129], [-1.276, -1.803, -0.481], [0.843, 0.067, 2.071], [-1.028, 2.087, -0.543], [1.406, 1.085, -1.544]], "total_charge": 0, "homo_ev": -9.745, "e_lumo_ha": 0.0334, "smiles": "CC1(C)COC1", "gap_ev": 10.65, "e_tot_ev": -7392.563}